No. 1
ORCA calculation (ωB97M-V with the def2-TZVPD basis set) on C22H42Cl3N2O4SiY as an isolated structure in a non-equilibrium geometry.

* spin multiplicity: 1
* charge: 0
* lowest unoccupied orbital energy: 0.25 eV

```
75
Properties=species:S:1:pos:R:3:mulliken_charge:R:1
C 2.32 -1.55 -4.57 -1.7734
C 1.38 -0.71 -3.75 0.9586
H 2.86 -0.94 -5.31 0.4168
H 1.75 -2.29 -5.10 0.3185
H 3.07 -2.08 -3.95 0.3694
C 0.50 0.07 -4.42 0.1959
C 0.26 0.01 -5.88 -1.5701
H -0.20 0.75 -3.93 0.3107
H -0.24 -0.91 -6.24 0.3164
H 1.18 0.13 -6.48 0.3385
H -0.38 0.84 -6.19 0.3896
Y -0.93 -0.76 2.98 1.0591
Cl 1.31 -1.56 4.05 -0.5954
Cl -1.99 -3.04 3.55 -0.6392
C -0.03 2.22 3.02 -0.3386
O -1.09 1.66 3.45 -0.7938
N 0.09 3.38 2.36 0.4525
C -1.12 4.16 2.16 -0.9632
C 1.41 4.02 2.30 -0.8551
H 0.93 1.70 3.14 0.9111
H -1.94 3.52 2.49 0.2654
H -1.24 4.43 1.11 0.2098
H -1.06 5.07 2.76 0.3528
H 2.20 3.26 2.35 0.2433
H 1.53 4.71 3.16 0.3159
H 1.52 4.60 1.38 0.3182
H -2.25 -1.92 -1.91 0.1623
H -2.55 0.89 -2.85 0.3068
C -3.21 -1.51 -1.55 -0.9662
C -3.32 0.88 -2.06 -0.8593
N -3.03 -0.15 -1.07 0.1182
H -3.63 -2.13 -0.76 0.3868
C -2.70 0.16 0.20 0.4748
O -2.61 -0.66 1.16 -0.6970
H -3.37 1.86 -1.59 0.2948
H -2.49 1.23 0.36 0.2052
H -3.90 -1.46 -2.40 0.3685
H -4.29 0.65 -2.54 0.4209
O 0.79 -1.70 -1.63 0.2524
C 1.58 -0.66 -2.25 -0.7385
C -0.05 1.21 -1.60 0.7655
C 1.24 0.72 -1.69 0.6426
H -0.90 0.49 -1.60 0.5943
C -0.30 2.57 -1.40 -1.1031
H 2.62 -0.90 -1.99 0.4008
C 2.31 1.61 -1.56 -0.7220
H -1.34 2.93 -1.32 0.2518
C 0.77 3.47 -1.22 -0.7955
C 2.08 2.97 -1.29 -0.9581
H 3.33 1.22 -1.66 0.4015
H 0.56 4.53 -1.01 0.4975
H 2.88 3.66 -1.09 0.4395
Si 0.90 -3.25 -1.25 0.1224
Cl 0.53 0.31 1.32 -0.1833
C -0.75 -3.70 -0.53 -0.9688
C 1.64 -3.34 0.50 -1.0559
C 1.80 -4.21 -2.47 -1.1003
H -1.47 -2.88 -0.42 0.0107
H -0.69 -4.08 0.50 0.4125
H -1.20 -4.53 -1.12 0.3991
H 1.32 -4.24 -3.45 0.3138
H 1.86 -5.24 -2.06 0.4175
H 2.84 -3.89 -2.58 0.3270
H 2.45 -2.68 0.79 0.3062
H 1.99 -4.39 0.55 0.3578
H 0.95 -3.22 1.32 0.1856
C -0.10 -0.21 7.62 -1.2823
C -0.14 0.24 6.17 0.1281
O -1.18 -0.41 5.41 -0.3262
H -0.78 0.39 8.24 0.2959
H 0.92 -0.07 8.00 0.3348
H -0.37 -1.27 7.72 0.3812
H -0.25 1.31 6.05 0.2044
H 0.80 -0.05 5.68 0.1519
H -1.36 -1.24 5.89 0.2098
```



No. 2
ORCA calculation (ωB97M-V with the def2-TZVPD basis set) on C27H35BBrF2FeN3O3PS5 as an isolated structure.

* spin multiplicity: 2
* charge: 0
* ⟨S²⟩: 0.759
* lowest unoccupied orbital energy (spin up / spin down): -1.10 / -1.10 eV

```
79
Properties=species:S:1:pos:R:3:mulliken_spin:R:1
Fe -0.61 -0.13 0.67 1.0107
C -6.31 1.58 0.57 0.0004
C -6.39 0.06 0.47 -0.0004
S -4.83 -0.85 0.38 0.0003
C -4.03 -0.33 1.92 -0.0036
C -3.26 1.01 1.90 -0.0098
S -2.50 1.38 0.28 0.0180
C -2.82 3.16 0.14 -0.0016
C -4.32 3.53 0.11 -0.0013
S -5.43 2.41 -0.79 0.0002
H -5.83 1.87 1.51 0.0002
H -7.33 1.98 0.58 0.0000
H -6.91 -0.23 -0.45 0.0000
H -6.97 -0.31 1.31 0.0000
H -3.35 -1.14 2.15 0.0069
H -4.80 -0.29 2.70 0.0000
H -2.46 0.98 2.64 -0.0028
H -3.92 1.84 2.16 0.0028
H -2.35 3.42 -0.81 0.0015
H -2.33 3.71 0.94 0.0007
H -4.42 4.50 -0.37 0.0001
H -4.71 3.62 1.12 0.0003
Br 10.78 6.81 -0.80 0.0000
C 9.24 5.73 -0.65 -0.0001
C 8.08 6.26 -0.12 0.0001
C 6.96 5.45 0.01 -0.0002
C 7.01 4.12 -0.38 0.0000
C 8.17 3.61 -0.93 -0.0001
C 9.29 4.41 -1.07 0.0001
N 5.81 3.38 -0.16 -0.0008
N 5.91 2.18 -0.41 0.0003
C 4.78 1.36 -0.21 -0.0010
C 5.08 0.03 -0.23 0.0010
C 4.13 -0.94 0.10 -0.0002
C 2.86 -0.58 0.45 0.0009
O 2.09 -1.59 0.87 0.0067
C 2.44 0.78 0.35 0.0026
N 1.13 1.12 0.56 -0.0162
C 0.80 2.39 0.52 -0.0051
C 1.69 3.42 0.19 0.0009
C 2.99 3.10 -0.08 -0.0032
C 3.42 1.76 0.02 0.0020
H 8.06 7.30 0.19 0.0000
H 6.05 5.85 0.43 0.0000
H 8.18 2.57 -1.25 0.0000
H 10.20 4.01 -1.51 0.0000
H 6.10 -0.25 -0.46 0.0000
H 4.38 -1.99 0.12 -0.0001
H -0.23 2.61 0.73 -0.0047
H 1.35 4.44 0.13 0.0000
H 3.69 3.87 -0.37 -0.0004
C -3.55 -3.21 -2.58 0.0014
C -2.40 -4.18 -2.75 0.0021
C -1.33 -3.66 -3.69 -0.0005
O -1.90 -4.57 -1.44 0.0004
P -0.68 -3.99 -0.59 0.0059
S 1.10 -4.42 -1.23 0.0013
S -1.04 -1.98 -0.46 -0.0101
O -0.95 -4.71 0.80 -0.0015
C -2.17 -5.11 1.44 -0.0002
C -3.17 -3.97 1.53 -0.0001
C -2.75 -6.36 0.79 0.0001
H -4.02 -3.02 -3.55 0.0001
H -3.20 -2.27 -2.16 -0.0022
H -4.31 -3.63 -1.90 -0.0001
H -2.79 -5.12 -3.15 -0.0002
H -0.94 -2.70 -3.33 0.0006
H -1.77 -3.51 -4.68 -0.0001
H -0.49 -4.35 -3.76 0.0001
H -1.84 -5.37 2.45 0.0001
H -3.46 -3.63 0.53 -0.0001
H -2.74 -3.13 2.07 0.0003
H -4.06 -4.31 2.06 0.0001
H -3.24 -6.12 -0.15 0.0000
H -3.48 -6.82 1.47 0.0000
H -1.96 -7.08 0.60 0.0000
F 0.92 -3.06 2.22 -0.0002
B 1.13 -1.83 1.79 -0.0033
F 0.51 -0.86 2.49 0.0011
```